{"formula": "C35H46BF4N9O3SScSeSi", "method": "ωB97M-V/def2-TZVPD", "largest_force_ev_per_a": 2.72, "e_tot_ev": -172915.02837, "orbital_gap_ev": 3.8957, "multiplicity": 1, "charge": -1, "e_lumo_ev": 1.251, "symbols": ["Sc", "C", "C", "C", "C", "C", "C", "C", "C", "C", "C", "N", "C", "C", "C", "C", "C", "N", "H", "H", "H", "H", "H", "H", "H", "H", "H", "H", "H", "H", "H", "H", "H", "H", "H", "C", "Si", "C", "C", "Se", "H", "H", "H", "H", "H", "H", "H", "H", "H", "C", "N", "C", "C", "C", "N", "C", "O", "N", "H", "H", "H", "H", "H", "H", "H", "F", "B", "F", "F", "F", "C", "N", "C", "C", "C", "O", "N", "C", "O", "H", "H", "H", "H", "H", "N", "C", "S", "N", "C", "C", "C", "C", "C", "C", "H", "H", "H", "H", "H", "H", "H", "H"], "coordinates": [[0.4566, 1.5146, 0.5989], [-3.9304, -0.4462, -2.3011], [-3.4417, 0.0016, -0.9126], [-3.7855, 1.4579, -0.5619], [-4.8582, 2.0739, -1.1626], [-5.3418, 3.2826, -0.6831], [-4.7411, 3.8892, 0.4146], [-3.6818, 3.3158, 1.0647], [-3.1493, 3.8781, 2.3906], [-3.2435, 5.3977, 2.4614], [-3.1551, 2.0908, 0.5349], [-1.9911, 1.4992, 1.1265], [-2.2094, 0.3601, 1.7660], [-1.1780, -0.5951, 2.0273], [-1.1932, -1.8424, 2.7867], [0.1646, -2.3227, 2.6836], [0.8647, -1.4130, 1.9201], [0.0768, -0.3819, 1.4798], [-3.3901, -1.3220, -2.6606], [-3.7002, 0.3137, -3.0283], [-4.9798, -0.7361, -2.3177], [-2.3744, -0.1091, -0.8943], [-3.7889, -0.6863, -0.1205], [-5.3540, 1.5740, -2.0294], [-6.1569, 3.8306, -1.2063], [-5.1645, 4.8384, 0.7920], [-2.0982, 3.5503, 2.5048], [-3.7098, 3.4174, 3.2600], [-2.8304, 5.8208, 1.5028], [-2.5975, 5.8121, 3.2548], [-4.2460, 5.7618, 2.6809], [-3.2111, -0.0722, 1.9355], [-2.0515, -2.3290, 3.2899], [0.5502, -3.2116, 3.1578], [1.8891, -1.3860, 1.5635], [3.3937, -4.7827, 1.5001], [5.2553, -4.3292, 1.5594], [6.5594, -5.7811, 1.8713], [5.6471, -3.8281, -0.2493], [5.5413, -2.9840, 3.3022], [3.0904, -5.5230, 0.6784], [2.8150, -3.8939, 1.3838], [3.1593, -5.1919, 2.4662], [6.4888, -6.6068, 1.1726], [6.4088, -6.1692, 2.8966], [7.5838, -5.3269, 1.7226], [6.2045, -4.6618, -0.7034], [6.3529, -2.9389, -0.2863], [4.6641, -3.5507, -0.7067], [1.7694, 5.1996, 3.3748], [2.6793, 4.4441, 2.5495], [4.0198, 4.8010, 2.5937], [4.9227, 4.1394, 1.7914], [4.3340, 3.1722, 0.9218], [3.0463, 2.7943, 0.9417], [2.2134, 3.3254, 1.8816], [1.0596, 2.8478, 2.1470], [5.1208, 2.5685, -0.0189], [2.0994, 6.2055, 3.3869], [1.8402, 4.8387, 4.4359], [0.7684, 5.2006, 2.9688], [4.2546, 5.6111, 3.2904], [5.9858, 4.4262, 1.7390], [5.9555, 3.0651, -0.3757], [4.7188, 1.8781, -0.6515], [2.2167, 0.2397, 0.0984], [2.6726, -0.6998, -1.0158], [1.5517, -1.1460, -1.6542], [3.2490, -1.8281, -0.4925], [3.4709, 0.1362, -1.7580], [1.6903, 2.6852, -3.6171], [1.1043, 3.5292, -2.5655], [0.8990, 4.8299, -2.7826], [0.4810, 5.6226, -1.7715], [0.0287, 5.0409, -0.4918], [-0.3450, 5.7455, 0.4228], [0.0237, 3.6588, -0.4960], [0.5304, 2.9435, -1.4915], [0.4159, 1.6546, -1.4714], [2.3738, 3.3660, -4.2343], [0.8991, 2.2970, -4.2998], [2.2262, 1.8725, -3.1196], [1.0636, 5.1969, -3.8135], [0.4953, 6.6984, -1.8313], [-1.9913, -4.9480, 1.1696], [-2.1209, -4.7062, -0.1814], [-1.5709, -3.3024, -0.9532], [-2.7160, -5.7822, -0.8051], [-3.0488, -5.8779, -2.1694], [-2.2408, -5.2736, -3.1787], [-2.7551, -5.0641, -4.4447], [-4.0597, -5.4340, -4.7468], [-4.7448, -6.2035, -3.8161], [-4.2747, -6.4418, -2.5754], [-1.7641, -4.0699, 1.6541], [-2.7988, -5.4038, 1.6597], [-2.8609, -6.6217, -0.2216], [-1.1412, -4.9716, -2.9415], [-2.1297, -4.7010, -5.2912], [-4.6274, -5.2697, -5.7284], [-5.6619, -6.6739, -4.1274], [-4.9410, -6.8739, -1.8202]], "forces_ev_per_angstrom": [[-0.2, -0.9, -0.2], [0.3, -0.5, 0.5], [-0.2, 0.3, -0.4], [0.4, -1.1, 1.1], [-1.1, 0.1, -0.9], [-0.3, 0.8, -0.7], [-1.1, 0.8, -0.1], [1.2, -1.5, 0.5], [0.0, -0.6, 0.1], [1.1, 0.6, -0.4], [-0.4, 1.1, 0.2], [0.1, -1.6, 0.5], [0.4, -0.7, -0.9], [-0.3, -1.0, 0.9], [1.2, 1.3, -1.2], [-1.9, 0.3, 0.6], [0.3, 1.0, -1.2], [-0.5, -0.4, 1.4], [0.1, -0.2, 0.4], [-0.3, 0.5, -0.3], [-0.2, 0.3, -0.1], [0.7, -0.1, 0.0], [-0.1, 0.3, -0.4], [0.4, 0.5, 0.9], [0.6, -0.7, 0.5], [0.3, -0.6, -0.2], [-0.5, 0.2, -0.1], [0.5, 0.3, -0.9], [-0.6, -0.2, 0.9], [-0.2, -0.3, -0.2], [-0.1, 0.0, -0.3], [0.1, 0.9, 0.2], [0.7, 0.6, -0.3], [0.1, 0.0, -0.2], [-0.1, -0.5, 0.4], [0.7, -1.8, -1.1], [0.7, -0.2, 0.2], [-0.3, 0.8, 0.0], [0.4, 1.2, 0.5], [0.0, 0.2, -0.3], [0.4, 0.9, 1.0], [-0.3, 0.8, -0.2], [-0.3, -0.4, 0.5], [-0.1, -0.3, -0.3], [0.4, 0.3, -0.4], [-1.1, -0.4, 0.5], [-0.6, 0.1, -0.2], [-0.9, -0.9, 0.0], [1.1, -0.4, -0.1], [-0.1, -0.6, 1.6], [0.4, 0.0, 0.3], [-0.1, -1.1, -1.2], [-0.8, 1.2, 0.9], [0.1, -1.1, -1.6], [-0.4, 0.5, 1.2], [1.0, -0.1, -0.1], [1.5, 0.6, -0.7], [0.3, 1.0, -0.2], [0.3, 1.1, -0.1], [-0.5, 0.1, -0.9], [-0.2, -0.4, 0.0], [0.0, -0.3, -0.4], [-0.8, -0.4, 0.1], [-0.9, -0.7, 0.7], [-0.2, 0.1, 0.3], [-0.4, 0.3, 0.2], [-0.8, -0.9, 0.5], [-0.9, 0.6, -0.7], [0.8, 0.7, 0.5], [0.7, 0.3, -0.5], [0.2, 0.8, -1.0], [0.2, -1.9, -1.2], [-0.1, 2.4, 0.1], [0.0, 0.0, -0.1], [0.8, -0.1, -1.4], [-0.1, -0.1, 0.8], [0.1, -1.0, 0.8], [-1.0, -0.2, -0.2], [0.4, 1.1, 0.5], [-0.8, -1.1, 0.9], [0.6, 0.1, 0.6], [0.0, 0.1, -0.4], [0.3, -0.2, 0.9], [-0.4, 0.1, -0.3], [-1.0, 0.9, 1.1], [0.0, 0.0, -0.8], [-0.5, -1.0, 1.2], [0.4, -0.7, 0.4], [0.0, 0.9, -1.5], [1.8, -0.1, 1.3], [0.2, 0.1, -1.5], [-1.0, -0.6, -1.1], [-0.7, 0.0, -1.7], [0.8, 0.5, 2.5], [0.3, -0.6, -0.2], [1.1, 0.4, -1.0], [0.1, 0.9, -0.6], [-2.4, -0.6, -0.4], [-0.4, 0.1, 1.1], [1.5, 0.0, 1.3], [-0.4, 0.1, 0.1], [0.4, -0.1, -0.3]]}